15
Properties=species:S:1:pos:R:3:forces:R:3:mulliken_charge:R:1 method="wB97M-V/def2-TZVPD" max_force_ev_per_a=1.82 spin_multiplicity=1 lumo_energy_ev=0.88
C -0.173876 1.793930 0.096550 0.0 -0.5 -0.1 -1.37
C -0.402525 0.285971 0.112110 -0.2 -0.5 1.5 0.28
C -0.029981 -0.497522 1.424789 1.5 0.4 -0.9 -0.54
C 0.599320 -1.752333 -0.229653 -0.4 -0.8 -0.1 -0.04
H 0.898734 2.004904 0.207805 -0.4 0.2 0.2 0.36
H -0.486456 2.110686 -0.892023 0.1 0.4 -0.2 0.34
H -0.827874 2.329767 0.817912 0.7 -0.4 -0.3 0.33
H -1.448002 0.092815 -0.039216 -0.8 -0.1 -0.5 0.31
H 0.864362 -0.019473 1.835622 -0.2 0.1 0.4 0.29
H -0.798740 -0.559328 2.153428 -0.7 0.1 0.6 0.35
H 0.833937 -2.629732 -0.866923 0.1 0.9 0.3 0.37
H 0.357557 -0.167619 -2.712500 0.8 0.6 -0.4 0.34
N 0.401217 -1.859085 1.022245 -0.3 0.8 -0.9 -0.51
N 0.382293 -0.484292 -0.834174 1.2 -0.7 0.4 -0.09
O -0.169965 -0.648688 -2.095972 -1.4 -0.5 -0.1 -0.43

=====

18
Properties=species:S:1:pos:R:3:forces:R:3:mulliken_charge:R:1 method="wB97M-V/def2-TZVPD" max_force_ev_per_a=4.17 spin_multiplicity=1 lumo_energy_ev=0.51
C -0.873272 -0.598897 -0.751989 -0.3 0.2 -2.4 -0.80
N 0.193047 -0.451192 0.141838 0.0 1.8 2.2 -0.14
C 0.132497 0.547542 1.062747 -0.4 1.5 2.8 0.57
N 1.197644 0.503459 2.031799 -0.1 -0.9 -2.0 -0.57
N -0.818586 1.455365 1.171049 1.5 -0.5 -0.1 -0.81
H -1.398453 -1.522350 -0.551904 -0.6 0.0 0.1 0.22
H -1.469146 0.325740 -0.736199 -0.2 -0.8 0.1 0.41
H -0.468828 -0.669594 -1.776692 -0.3 0.0 0.3 0.27
H 1.117493 -0.730184 -0.029711 0.9 -0.9 -0.6 0.22
H 1.553713 -0.440358 2.109099 0.2 0.0 0.0 0.24
H 0.947856 0.809872 2.939017 -0.5 0.6 0.6 0.24
H -0.593776 2.139659 1.938089 -0.3 -1.2 -0.9 0.18
H 1.123673 -3.854300 -1.557261 -1.3 -0.1 -0.5 0.30
H -0.507583 -3.509764 -1.881635 1.9 -0.4 0.3 0.32
O 0.332334 -3.311114 -1.396265 -0.5 0.5 0.2 -0.62
H -0.509748 2.139217 -0.605957 -0.9 0.4 -1.2 0.40
H 0.680298 2.454333 -1.375797 -2.5 0.1 -1.4 0.31
O -0.336781 2.387670 -1.572285 3.3 -0.2 2.5 -0.73

=====

7
Properties=species:S:1:pos:R:3:forces:R:3:mulliken_charge:R:1 method="wB97M-V/def2-TZVPD" max_force_ev_per_a=0.68 spin_multiplicity=1 lumo_energy_ev=-4.42 total_charge=+1
O -0.130267 0.323055 -1.175063 -0.2 0.4 0.3 -0.49
H -0.798987 1.027419 -1.241905 -0.1 0.0 -0.3 0.44
H 0.717759 0.682321 -1.493137 0.0 -0.1 -0.1 0.43
O 0.314456 -0.525386 1.073926 -0.6 0.0 -0.4 -0.65
H -0.050133 -1.425669 1.059246 0.2 0.0 0.2 0.40
H -0.012964 -0.111667 1.887268 0.1 0.0 0.0 0.40
H -0.039866 0.029925 -0.110335 0.5 -0.3 0.2 0.46

=====

22
Properties=species:S:1:pos:R:3:forces:R:3:mulliken_charge:R:1 method="wB97M-V/def2-TZVPD" max_force_ev_per_a=3.34 spin_multiplicity=1 lumo_energy_ev=-2.81 total_charge=+1
O -1.223988 1.478564 1.702450 -0.8 -0.9 0.3 -0.48
C -1.273814 0.279816 1.885286 1.2 1.2 -1.6 0.16
C -0.092082 -0.519121 1.328355 0.5 -1.4 -1.0 -0.72
N 0.601469 0.302005 0.302128 -0.5 3.0 1.4 -0.22
H -2.040353 -0.221015 2.457708 -0.3 -0.2 0.3 0.46
H 0.460678 -0.769720 2.239133 0.7 0.1 -0.6 0.28
H -0.185640 -1.401052 0.657521 -0.9 0.1 1.9 0.55
H 0.037402 0.327144 -0.543725 0.3 -0.4 -0.3 0.26
H 0.606749 1.293899 0.623686 0.0 -0.6 0.1 0.34
H 1.560564 0.098459 0.087436 0.4 -0.7 -0.4 0.33
H 1.965643 0.774428 3.173169 0.0 0.2 0.0 0.28
H 1.473798 2.213456 3.042087 0.0 0.1 0.0 0.29
O 1.440852 1.354996 2.606211 0.4 0.0 0.4 -0.54
H -3.045849 -1.674576 0.403891 0.0 -0.1 0.0 0.29
H -2.104278 -1.648216 -0.782157 -0.1 -0.1 0.0 0.30
O -2.106966 -1.631987 0.183627 -1.0 -0.1 -0.6 -0.59
H -0.377356 1.236480 -4.139423 0.4 0.8 1.5 0.32
H -0.440550 -0.071121 -4.368314 0.0 -1.3 0.9 0.35
O -0.261963 0.449804 -3.559947 -0.8 0.6 -2.7 -0.69
H 1.132138 -0.228515 -2.843380 0.2 0.4 0.7 0.37
H 2.190321 -1.194404 -2.399623 0.3 0.0 0.4 0.33
O 1.683229 -0.449318 -2.056129 0.0 -0.5 -0.8 -0.65

=====

65
Properties=species:S:1:pos:R:3:forces:R:3:mulliken_charge:R:1 method="wB97M-V/def2-TZVPD" max_force_ev_per_a=10.12 spin_multiplicity=1 lumo_energy_ev=-4.45 total_charge=+1
O 4.555135 5.315840 -0.588078 0.3 5.7 -2.1 -0.54
P 4.872983 6.794873 -1.146336 1.6 -5.7 -0.3 0.77
O 4.646550 6.931769 -2.877580 0.3 -1.1 3.0 -0.51
O 6.554048 7.095029 -0.656401 -4.2 0.0 0.2 -0.49
P 3.506652 8.307279 -0.256228 0.5 0.6 1.7 -0.08
N 1.937921 7.463297 -0.165648 -3.0 -2.7 -1.9 0.13
C 0.875490 7.806501 0.855148 -2.9 -5.4 -3.7 -0.09
C -0.298562 6.717191 0.486971 3.8 1.7 -0.9 -0.25
N 0.157230 5.867355 -0.679935 4.5 4.4 1.0 -0.02
C 1.541930 6.325390 -1.124827 -3.5 1.7 4.1 -0.16
H 4.376357 6.041518 -3.257769 0.9 1.2 0.8 0.37
H 6.510425 6.918279 0.348891 0.2 0.2 -2.0 0.37
H 3.429695 9.468800 -1.117551 -0.4 -1.2 -0.3 0.16
H 0.832304 8.615568 1.703076 0.6 -1.8 -2.1 0.38
H -1.349350 6.576519 0.989333 2.5 0.2 -1.2 0.32
H -0.312528 5.068685 -1.185876 0.5 1.3 1.2 0.30
H 2.200199 5.879973 -2.004858 -1.6 1.1 2.4 0.26
C 2.138166 0.813151 1.871374 0.1 0.0 -0.1 -1.11
C 2.911523 1.826323 1.033443 -0.2 -0.4 0.0 -0.57
C 2.794430 3.254575 1.569215 -1.0 0.2 -0.2 0.07
C 1.337480 3.687903 1.561895 -7.9 2.6 0.2 0.32
N 0.128928 4.047358 1.555835 9.5 -2.9 0.0 -0.55
H 1.063577 1.021768 1.867770 0.1 0.0 0.0 0.26
H 2.273886 -0.195615 1.468734 0.0 0.2 0.2 0.42
H 2.486738 0.815590 2.910469 -0.1 -0.1 -0.2 0.32
H 2.545242 1.785254 0.000314 0.1 0.1 0.1 0.29
H 3.968092 1.537338 1.012292 -0.1 0.2 0.0 0.38
H 3.376251 3.939410 0.943330 -0.2 0.1 0.1 -0.11
H 3.183484 3.315255 2.591376 -0.3 0.1 -0.1 0.36
C -2.219526 -1.144852 1.951771 -0.1 0.0 -0.1 -1.14
C -2.236166 -1.934263 3.256869 -0.2 0.0 -0.4 -0.19
C -1.171117 -1.464801 4.249815 0.9 -0.3 -0.5 -0.38
C 0.210710 -1.637757 3.640578 7.9 -0.9 -3.1 0.28
N 1.356952 -1.781214 3.135215 -9.2 1.0 4.1 -0.57
H -1.271804 -1.266668 1.417675 0.0 0.0 0.1 0.31
H -3.014361 -1.495048 1.285627 0.0 0.1 0.1 0.30
H -2.376124 -0.076114 2.137519 0.0 -0.1 -0.1 0.38
H -2.090492 -2.997516 3.029986 0.0 0.2 0.2 0.06
H -3.224642 -1.836040 3.719000 0.2 0.0 0.1 0.32
H -1.233142 -2.051443 5.172447 0.2 0.1 -0.1 0.34
H -1.322487 -0.410802 4.506787 0.2 -0.1 -0.1 0.30
C -3.337126 -7.226649 0.608698 -0.1 -0.1 0.0 -1.54
C -2.563769 -6.213477 -0.229233 -0.1 -0.5 0.1 -0.32
C -2.680862 -4.785225 0.306538 -1.1 0.1 -0.2 0.12
C -4.137812 -4.351897 0.299218 -8.0 2.7 0.1 0.23
N -5.346364 -3.992443 0.293159 9.6 -2.9 0.0 -0.56
H -4.411715 -7.018032 0.605094 0.1 0.0 0.0 0.38
H -3.201407 -8.235415 0.206058 0.0 0.2 0.1 0.42
H -2.988554 -7.224210 1.647792 -0.1 0.0 -0.1 0.34
H -2.930050 -6.254546 -1.262363 0.1 0.0 0.4 -0.03
H -1.507200 -6.502462 -0.250385 -0.2 0.2 -0.1 0.45
H -2.099041 -4.100391 -0.319346 -0.2 0.1 0.2 0.30
H -2.291808 -4.724545 1.328700 -0.2 0.1 -0.1 0.13
C -0.412075 -3.697163 -4.667754 0.1 0.1 -0.1 -1.17
C -1.826674 -4.267460 -4.647844 0.2 0.1 -0.3 -0.68
C -2.205791 -4.871217 -3.294177 0.7 -0.9 -0.1 -0.17
C -1.259323 -6.012022 -2.957587 5.3 -6.4 1.9 0.45
N -0.474219 -6.958325 -2.678370 -6.2 7.6 -2.3 -0.59
H 0.339322 -4.473547 -4.491956 -0.1 0.1 0.0 0.37
H -0.195615 -3.251658 -5.643879 0.0 0.0 0.2 0.34
H -0.291207 -2.920588 -3.903852 0.0 -0.1 -0.1 0.28
H -1.912901 -5.029272 -5.432326 -0.1 0.1 0.2 0.33
H -2.535167 -3.469143 -4.894880 0.0 -0.2 0.1 0.37
H -3.231600 -5.253137 -3.327294 0.2 -0.1 0.1 0.43
H -2.151117 -4.112834 -2.505680 0.1 -0.2 -0.1 0.13

=====

134
Properties=species:S:1:pos:R:3:forces:R:3:mulliken_charge:R:1 method="wB97M-V/def2-TZVPD" max_force_ev_per_a=1.54 spin_multiplicity=4 s_squared=3.7690 lumo_energy_ev="4.08 / 4.08" total_charge=-2
V -0.929064 -0.563837 -0.034148 1.0 0.4 -0.8 1.32
O 0.527705 -3.887920 1.317149 0.0 0.0 0.0 -0.84
S 0.686206 -3.736943 -0.117986 0.3 0.1 -0.1 2.05
O 0.331686 -4.906724 -0.893873 0.0 0.0 0.0 -0.85
O 0.103459 -2.506266 -0.665163 -0.3 0.2 0.1 0.54
C 2.469516 -3.548975 -0.364282 0.2 0.0 0.0 -0.29
C 3.162804 -4.747426 -0.164169 -0.1 0.2 0.0 -0.77
C 4.522329 -4.827491 -0.374536 0.1 -0.1 0.0 -0.82
C 5.214577 -3.712403 -0.828326 0.0 0.0 0.0 -0.78
C 4.536419 -2.525101 -1.024420 0.0 0.0 0.0 -0.85
C 3.167024 -2.394317 -0.758643 -0.2 0.0 0.1 0.22
P 2.377615 -0.724480 -1.030061 0.0 -0.2 -0.1 2.27
C 3.026019 -0.492379 -2.742828 0.0 0.0 0.0 0.51
C 3.747745 0.618963 -3.168948 0.0 0.0 0.0 -0.56
C 4.105065 0.764353 -4.505751 0.0 0.0 0.0 -0.49
C 3.748411 -0.199586 -5.435395 0.0 0.0 0.0 -0.66
C 3.023830 -1.312012 -5.021563 0.0 0.0 0.1 -0.42
C 2.663030 -1.453955 -3.691524 0.0 0.0 0.0 -0.77
C 3.412869 0.499283 -0.132711 -0.1 0.0 0.1 0.91
C 2.794795 1.753024 -0.026987 0.0 -0.1 0.0 0.02
C 3.399698 2.788440 0.673024 0.1 0.1 0.0 -0.61
C 4.641572 2.596932 1.262315 0.0 -0.1 0.0 -0.95
C 5.261077 1.356483 1.167791 0.0 0.0 0.0 -0.78
C 4.644529 0.312152 0.488688 0.1 0.0 0.0 -1.11
H 2.601020 -5.621253 0.139786 0.0 0.0 0.0 0.48
H 5.038266 -5.766165 -0.209597 0.0 0.0 0.0 0.37
H 6.275512 -3.769213 -1.041610 0.0 0.0 0.0 0.40
H 5.073245 -1.668569 -1.415188 0.0 0.0 0.0 0.43
H 4.030776 1.384931 -2.458107 0.0 0.0 0.0 0.32
H 4.659193 1.642388 -4.816268 0.0 0.0 0.0 0.42
H 4.021623 -0.082914 -6.477446 0.0 0.0 0.0 0.33
H 2.723319 -2.066806 -5.738699 0.0 0.0 0.0 0.40
H 2.071459 -2.310757 -3.385699 0.0 0.0 0.0 0.21
H 1.810457 1.928573 -0.464708 0.1 0.0 -0.1 0.16
H 2.877406 3.733705 0.772029 0.0 -0.1 0.0 0.26
H 5.110091 3.401084 1.817024 0.0 0.0 0.0 0.31
H 6.215872 1.185366 1.652038 0.0 0.0 0.0 0.28
H 5.126525 -0.657273 0.469230 0.0 0.1 0.0 0.21
C -0.986512 6.088021 -2.571984 0.0 0.1 0.0 -1.32
Si 0.245620 4.647866 -2.484891 -0.1 -0.1 0.0 0.45
C 1.962786 5.462494 -2.198519 -0.1 0.0 0.1 -1.22
C 0.412342 4.094610 -4.290721 0.0 0.0 0.0 -1.25
N -0.261214 3.419913 -1.449379 0.2 0.0 0.1 1.01
C -0.229293 3.478579 -0.091752 -0.4 0.1 -0.1 -0.34
C 0.320484 4.576811 0.628847 0.1 0.1 0.0 -1.04
C 0.466667 4.625471 2.008434 -0.1 0.0 0.0 -0.97
C -0.003739 3.583392 2.790721 0.1 0.0 -0.1 -1.29
C -0.662199 2.543401 2.133987 -0.1 0.0 -0.1 0.64
C -0.833019 2.455783 0.748190 0.1 -0.1 0.1 -1.25
N -1.626369 1.388279 0.239281 -0.1 0.2 -0.2 1.97
Si -3.288495 1.750754 0.355471 0.1 0.1 -0.1 0.53
C -3.998279 2.043960 2.090142 0.0 0.0 0.0 -1.27
C -4.419645 0.379372 -0.295495 0.0 0.0 0.0 -1.00
C -3.676169 3.387360 -0.534922 -0.1 0.0 0.0 -0.87
H -0.691115 6.825791 -3.326720 0.0 0.0 0.0 0.37
H -1.066661 6.597523 -1.606546 0.0 0.0 0.0 0.32
H -1.982221 5.711686 -2.824401 0.0 0.0 0.0 0.27
H 2.602841 5.328422 -3.075850 0.0 0.0 0.0 0.44
H 2.477085 5.039127 -1.335925 0.1 -0.1 0.0 0.19
H 1.865529 6.539297 -2.019214 0.0 0.0 0.0 0.36
H -0.505192 3.686336 -4.720079 0.0 0.0 0.0 0.30
H 1.210301 3.356548 -4.420951 0.0 0.1 0.0 0.30
H 0.686876 4.982582 -4.872716 0.0 0.0 0.0 0.38
H 0.647841 5.443799 0.062554 0.1 -0.1 0.0 0.26
H 0.923772 5.500589 2.461406 0.0 0.0 0.0 0.31
H 0.094193 3.585635 3.870361 0.0 0.0 0.0 0.38
H -1.131513 1.756888 2.721794 0.0 0.0 0.0 0.19
H -3.912919 1.163429 2.730946 0.0 0.0 0.0 0.22
H -5.067397 2.261912 1.970965 0.0 0.0 0.0 0.43
H -3.529889 2.894048 2.593468 0.0 0.0 0.0 0.25
H -4.665217 -0.297292 0.527584 0.0 0.0 0.0 0.19
H -4.026625 -0.243458 -1.098914 0.0 0.1 0.0 0.10
H -5.352421 0.840939 -0.642197 0.0 -0.1 0.0 0.46
H -3.726953 4.208515 0.187921 0.0 0.0 0.0 0.28
H -4.634265 3.357561 -1.067558 0.0 0.0 0.0 0.37
H -2.881782 3.630331 -1.246218 0.0 0.0 0.0 -0.07
C 0.852003 -1.352646 4.258433 0.0 0.0 0.0 -1.72
C 1.986687 -1.082128 3.268073 0.0 0.0 -0.1 1.63
C 3.032509 -2.190228 3.359291 0.0 0.0 0.0 -1.72
C 2.613577 0.276281 3.553830 0.0 0.0 0.0 -1.52
N 1.511366 -1.130278 1.870044 0.0 0.1 0.1 0.64
N 0.581431 -0.112514 1.522844 0.0 -0.1 -0.1 3.34
H 1.242058 -1.447413 5.276297 0.0 0.0 0.0 0.58
H 0.318980 -2.272196 4.003436 0.0 0.0 0.0 0.24
H 0.124660 -0.539072 4.269964 0.0 0.0 0.0 0.18
H 3.436026 -2.257926 4.373188 0.0 0.0 0.0 0.44
H 3.849823 -1.991485 2.662796 0.0 0.0 0.0 0.22
H 2.587911 -3.153837 3.096986 0.0 0.0 0.0 0.27
H 3.045301 0.280698 4.558650 0.0 0.0 0.0 0.55
H 1.873656 1.079421 3.508048 0.0 0.0 0.0 0.10
H 3.402165 0.494087 2.833957 0.0 0.0 0.0 0.15
H 1.024015 -2.015573 1.749184 0.0 0.0 0.0 -0.80
H 1.091010 0.737122 1.300104 0.0 0.0 0.1 -0.87
H -0.056923 0.111343 2.281696 -0.1 -0.1 0.0 -1.18
N -2.038522 -1.429877 1.232923 -0.6 -0.8 1.2 -0.27
C -2.791681 -2.212750 1.855561 -0.2 0.0 0.0 -0.97
C -2.779504 -2.273387 3.368740 0.0 0.0 -0.1 0.19
C -2.558599 -1.103635 4.091452 0.0 0.0 0.0 0.38
C -2.476662 -1.121465 5.474696 0.0 0.0 0.0 -0.92
C -2.591170 -2.322178 6.166364 0.0 0.0 0.0 -0.61
C -2.793335 -3.498569 5.457181 0.0 0.0 0.0 -0.79
C -2.897672 -3.471177 4.071489 0.0 0.0 0.0 -0.13
C -3.764765 -3.133470 1.154396 0.1 0.0 0.0 0.36
C -3.445041 -3.576988 -0.127261 0.0 0.0 0.0 0.76
C -4.320747 -4.372300 -0.847288 0.0 0.0 0.0 -0.79
C -5.549403 -4.731459 -0.302790 0.0 0.0 0.0 -0.63
C -5.884318 -4.289407 0.969226 0.0 0.0 0.0 -0.82
C -4.994912 -3.504379 1.694089 -0.1 0.0 0.0 -0.24
H -2.433625 -0.183518 3.533032 0.0 0.0 0.0 0.19
H -2.310549 -0.195512 6.013960 0.0 0.0 0.0 0.40
H -2.514995 -2.340946 7.247547 0.0 0.0 0.0 0.36
H -2.864716 -4.444320 5.982949 0.0 0.0 0.0 0.37
H -3.045835 -4.393684 3.521702 0.0 0.0 0.0 0.46
H -2.487331 -3.277891 -0.532476 0.0 0.0 0.0 -0.15
H -4.041662 -4.716268 -1.836810 0.0 0.0 0.0 0.37
H -6.237647 -5.351619 -0.865654 0.0 0.0 0.0 0.37
H -6.843379 -4.553534 1.401389 0.0 0.0 0.0 0.37
H -5.269119 -3.158235 2.684401 0.0 0.0 0.0 0.48
C -2.999628 1.355299 -3.151380 0.0 0.0 0.0 -0.30
O -2.705691 -0.015912 -3.503957 0.0 0.1 0.0 -0.58
P -1.654682 -0.808717 -2.544553 0.1 0.1 0.0 0.61
O -0.366867 0.132644 -2.582949 0.2 -0.1 0.0 -0.94
C 0.142794 0.850838 -3.701888 -0.1 -0.1 -0.1 -0.81
O -1.214805 -1.965076 -3.599456 -0.2 0.0 -0.1 -0.53
C -1.755228 -3.276048 -3.432170 0.1 0.0 0.0 -0.64
H -2.990267 1.934597 -4.075834 0.0 0.0 0.0 0.36
H -2.256381 1.771034 -2.461585 0.0 0.0 0.0 -0.23
H -3.986791 1.408535 -2.696815 0.0 0.0 0.0 0.41
H 0.777113 1.619039 -3.281361 0.1 0.1 0.0 -0.19
H -0.667885 1.319555 -4.256591 0.0 0.0 0.0 0.68
H 0.698039 0.179700 -4.359031 0.0 0.0 0.0 0.11
H -2.839964 -3.273308 -3.563370 0.0 0.0 0.0 0.30
H -1.486060 -3.687684 -2.459653 0.0 0.0 0.0 0.19
H -1.305676 -3.900768 -4.202602 0.0 0.0 0.0 0.32

=====

Number 1: electronic energy -341.8923 a.u.. Number 2: electronic energy -397.5251 a.u.. Number 3: electronic energy -153.1890 a.u.. Number 4: electronic energy -515.2865 a.u.. Number 5: electronic energy -1981.4247 a.u.. Number 6: electronic energy -5274.8261 a.u..